The following is a DFT calculation (the ωB97M-V functional and the def2-TZVPD basis) of 2 unconnected molecules or ions with the total composition C5H13NO2 at a distorted geometry.

Last columns: bonded neighbours and bond lengths (Å).
Element x y z (Å)
1 C -0.287 -1.133 1.068  O2 1.467, C3 1.519, H8 1.085, H9 1.101
2 O -1.225 -0.336 1.866  C1 1.467, H10 0.955
3 C -0.847 -1.391 -0.320  C1 1.519, C4 1.607, H11 1.085, H12 1.086
4 C -0.821 -0.067 -1.231  C3 1.607, C5 1.522, H13 1.086, H14 1.091
5 C 0.533 0.464 -1.679  C4 1.522, N7 1.463, H15 1.092, H16 1.101
6 C 2.646 0.231 -0.642  N7 1.248, H17 1.088, H18 1.102
7 N 1.627 -0.321 -1.105  C5 1.463, C6 1.248
8 H 0.668 -0.647 1.239  C1 1.085
9 H -0.091 -2.081 1.593  C1 1.101
10 H -1.988 -0.910 1.897  O2 0.955
11 H -0.181 -2.108 -0.789  C3 1.085
12 H -1.925 -1.474 -0.214  C3 1.086
13 H -1.590 -0.334 -1.949  C4 1.086
14 H -1.243 0.681 -0.559  C4 1.091
15 H 0.723 0.410 -2.753  C5 1.092
16 H 0.723 1.533 -1.493  C5 1.101
17 H 3.495 -0.310 -0.230  C6 1.088
18 H 2.750 1.326 -0.572  C6 1.102
19 H -1.228 2.476 2.648  O21 0.967
20 H -0.803 1.527 1.499  O21 0.973
21 O -0.936 2.464 1.726  H19 0.967, H20 0.973

Computed properties:
HOMO energy ... -9.60 eV
Kohn-Sham gap ... 10.4 eV
SMILES ... C=NCCCCO.O
Strongest force on any atom ... 0.069 hartree/bohr
LUMO energy ... 0.8 eV
Energy above the lowest of the compared OMol25 structures with the same formula, charge and spin ... 63.2 kcal per mole